[1]
A cluster of 2 separate species, C5H14S in total. Source: OMol25; level of theory: wB97M-V/def2-TZVPD.

Structure (ORCA input):
```
! RIJCOSX wB97M-V def2-TZVPD def2/J DEFGRID3
* xyz -1 2
C 0.13090 1.67144 0.77795
C -0.25677 2.43562 2.01493
C -0.82520 2.43702 -1.72323
S -1.14223 1.18276 -0.42791
H 1.05634 1.89874 0.25437
H 0.27925 0.65592 1.12807
H -1.26427 2.24293 2.32492
H -0.09944 3.51987 2.00627
H 0.15285 2.24286 -2.16727
H -1.51734 2.27878 -2.54678
H -0.93928 3.43709 -1.32014
H 0.35582 2.11303 2.86121
C 1.14696 -3.19606 -0.77120
C -0.19314 -3.40134 -0.02613
H 1.18210 -3.59978 -1.77991
H 1.30555 -2.12122 -0.86677
H 1.97822 -3.59767 -0.18789
H -0.88140 -3.02666 -0.77531
H -0.29779 -4.40683 0.36531
H -0.17113 -2.76648 0.85951
*
```

HOMO-LUMO gap (alpha / beta) ... 1.36 / 8.50 eV
<S²> ... 0.75

***

[2]
A cluster of 2 separate species, C5H14S in total. Source: OMol25; level of theory: wB97M-V/def2-TZVPD.

Structure (ORCA input):
```
! RIJCOSX wB97M-V def2-TZVPD def2/J DEFGRID3
* xyz 0 1
C 2.19534 0.41565 0.94577
C 1.96895 1.30822 -0.24452
C 0.76077 0.19078 1.64774
H 2.60154 -0.47938 0.58510
H 2.87217 0.78186 1.76630
H 1.87257 2.33112 0.06065
H 0.91207 -0.02108 2.66793
H 0.18045 1.02762 1.34309
H 0.28756 -0.70742 1.07589
H 2.93506 1.45458 -0.80395
H 1.16159 0.88776 -0.87001
C -2.27146 -0.39841 -0.73311
C -1.37007 -1.15246 -1.68426
S -2.93458 -1.60674 0.36766
H -1.72449 0.24992 -0.03435
H -2.90923 0.24056 -1.40511
H -0.96183 -0.37624 -2.47358
H -3.32687 -0.76828 1.26723
H -1.90562 -1.91396 -2.25295
H -0.34392 -1.46411 -1.22551
*
```

SMILES ... CCC.CCS
HOMO-LUMO gap ... 9.92 eV

***

[3]
A cluster of 2 separate species, C5H14S in total. Source: OMol25; level of theory: wB97M-V/def2-TZVPD.

Structure (ORCA input):
```
! RIJCOSX wB97M-V def2-TZVPD def2/J DEFGRID3
* xyz 0 1
C 1.50233 -1.16919 -0.74851
C 0.52862 2.43389 0.40124
C 0.92773 0.24491 -0.82566
C 1.10321 1.01979 0.47838
H 1.36134 -1.70384 -1.70291
H 0.99942 -1.73845 0.05126
H 2.58162 -1.12699 -0.52499
H -0.55067 2.39169 0.17772
H 1.03153 3.00315 -0.39853
H 0.66960 2.96853 1.35564
H 1.42746 0.80192 -1.64141
H -0.15147 0.19173 -1.06635
H 0.60349 0.46277 1.29414
H 2.18242 1.07297 0.71908
S -3.02499 -0.28881 0.70396
C -2.42031 -1.93395 0.24773
H -1.82681 0.23409 1.04078
H -3.30011 -2.52055 -0.06606
H -1.93866 -2.44863 1.09610
H -1.70583 -1.89500 -0.59167
*
```

SMILES ... CCCC.CS
HOMO-LUMO gap ... 10.07 eV

***

[4]
A cluster of 2 separate species, C5H14S in total. Source: OMol25; level of theory: wB97M-V/def2-TZVPD.

Structure (ORCA input):
```
! RIJCOSX wB97M-V def2-TZVPD def2/J DEFGRID3
* xyz 0 1
C -1.32792 -2.63912 0.29796
C 0.16010 -2.60799 -0.16528
C -1.65200 -2.09752 1.62743
H -1.94613 -2.03895 -0.53798
H -1.67696 -3.68332 -0.00623
H 0.78216 -2.80165 0.73265
H -1.48460 -2.68437 2.60002
H -1.04192 -1.21138 2.05172
H 0.44724 -1.53148 -0.60461
H 0.34779 -3.41059 -0.95422
H -2.69536 -1.65576 1.55826
C 2.01196 2.68377 -0.40651
C -0.69479 1.82448 0.11320
S 0.77974 1.34922 -0.85617
H 2.99035 2.19173 -0.11869
H 2.04686 3.39752 -1.18724
H 1.78362 3.17934 0.48121
H -1.29155 0.82222 0.31182
H -1.29077 2.53970 -0.54677
H -0.43072 2.31771 1.11794
*
```

SMILES ... CCC.CSC
HOMO-LUMO gap ... 9.53 eV

***

Relative energy (zero: lowest compared OMol25 entry of this formula, charge and spin) list, top to bottom, in eV: 0.6238; 1.3177; 0.0535; 1.7808
Maximum force list, top to bottom, in eV Å⁻¹: 1.84; 4.64; 0.60; 4.67